C3H3Cl4CrFO3 as an isolated structure at a distorted geometry. Source: OMol25; level of theory: ωB97M-V/def2-TZVPD.

Computed properties:
Total charge: -1
<S²>: 3.809
2S+1: 4
E_HOMO (alpha / beta) (eV): -5.8 / -6.3
Energy relative to the best compared isomer or geometry (same formula, charge and spin) (eV): 0.0000
Frontier orbital gap (alpha / beta) (eV): 7.927 / 9.015
E_LUMO (alpha / beta) (eV): 2.11 / 2.68
DFT total energy (Eh): -3327.201556

Last column: Löwdin spin population.
Positions of all 15 atoms, in Å:
Cr -20.73104 -25.88683 31.31930  2.97
Cl -18.52213 -25.53879 31.79680  -0.01
Cl -20.47746 -26.52038 29.12558  -0.01
Cl -21.85088 -23.86100 31.10802  0.03
Cl -21.57565 -27.78704 32.37744  0.03
C -21.78889 -22.27573 35.52792  0.00
C -20.39798 -21.97536 34.98003  0.00
O -20.02194 -23.13211 34.31136  0.00
C -21.03681 -24.04697 34.31222  0.00
O -20.99192 -25.10012 33.80794  0.00
O -22.11860 -23.53834 34.96189  0.00
F -19.51736 -21.76082 36.01904  0.00
H -22.51288 -21.53925 35.19106  0.00
H -21.72807 -22.34473 36.61245  0.00
H -20.33370 -21.10348 34.33110  0.00